{"formula": "C36H42N3PPdSi", "method": "ωB97M-V/def2-TZVPD", "symbols": ["Pd", "C", "N", "C", "C", "C", "C", "C", "C", "C", "C", "H", "H", "H", "H", "H", "H", "H", "H", "H", "H", "H", "H", "C", "C", "C", "C", "C", "C", "N", "N", "Si", "C", "C", "C", "H", "H", "H", "H", "H", "H", "H", "H", "H", "H", "H", "H", "H", "H", "H", "C", "C", "C", "C", "C", "C", "P", "C", "C", "C", "C", "C", "C", "C", "C", "C", "C", "C", "C", "H", "H", "H", "H", "H", "H", "H", "H", "H", "H", "H", "H", "H", "H", "H"], "positions_angstrom": [[0.43, 0.62, 0.00], [-0.16, 2.44, -2.64], [1.03, 1.69, -2.25], [1.44, 0.76, -3.29], [2.11, 2.62, -1.90], [1.93, 3.20, -0.52], [2.77, 4.23, -0.09], [2.57, 4.81, 1.15], [1.55, 4.37, 1.98], [0.73, 3.33, 1.58], [0.95, 2.72, 0.35], [0.05, 3.09, -3.51], [-0.49, 3.06, -1.81], [-0.97, 1.77, -2.92], [1.91, 1.27, -4.14], [0.56, 0.22, -3.66], [2.16, 0.04, -2.90], [2.15, 3.44, -2.64], [3.07, 2.10, -1.95], [3.55, 4.59, -0.74], [3.20, 5.64, 1.46], [1.38, 4.85, 2.94], [-0.06, 2.99, 2.24], [-2.12, -2.26, 2.40], [-0.94, -1.52, 2.92], [-0.66, -1.59, 4.30], [0.50, -1.02, 4.80], [1.38, -0.44, 3.92], [1.05, -0.40, 2.54], [-0.14, -0.87, 2.08], [1.85, 0.07, 1.60], [3.60, 0.11, 1.65], [4.20, -1.58, 2.32], [4.25, 1.56, 2.72], [4.02, 0.30, -0.20], [-1.92, -3.33, 2.47], [-2.33, -2.02, 1.37], [-3.00, -2.05, 3.01], [-1.37, -2.09, 4.94], [0.71, -1.05, 5.86], [2.30, 0.01, 4.25], [3.79, -1.81, 3.30], [5.28, -1.57, 2.40], [3.93, -2.40, 1.65], [4.22, 1.33, 3.78], [3.68, 2.47, 2.54], [5.28, 1.76, 2.46], [3.11, 0.16, -0.80], [4.75, -0.43, -0.52], [4.44, 1.28, -0.40], [-5.03, 0.40, 1.61], [-3.79, 0.98, 1.87], [-2.72, 0.70, 1.05], [-2.87, -0.18, -0.02], [-4.11, -0.74, -0.29], [-5.19, -0.45, 0.53], [-1.40, -0.57, -1.03], [-2.12, -0.54, -2.70], [-3.09, 0.41, -3.01], [-3.66, 0.44, -4.27], [-3.28, -0.50, -5.22], [-2.32, -1.45, -4.92], [-1.71, -1.46, -3.67], [-0.91, -2.31, -0.81], [0.43, -2.56, -0.51], [0.88, -3.86, -0.37], [0.00, -4.92, -0.55], [-1.33, -4.67, -0.86], [-1.79, -3.38, -0.99], [-5.87, 0.63, 2.24], [-3.68, 1.65, 2.71], [-1.74, 1.16, 1.24], [-4.25, -1.38, -1.15], [-6.15, -0.89, 0.33], [-3.42, 1.12, -2.26], [-4.41, 1.18, -4.50], [-3.73, -0.49, -6.21], [-2.05, -2.20, -5.65], [-0.95, -2.19, -3.45], [1.12, -1.72, -0.39], [1.91, -4.06, -0.14], [0.35, -5.93, -0.45], [-2.01, -5.50, -1.01], [-2.83, -3.20, -1.25]], "mulliken_spin": [1.43, 0.02, 0.21, -0.01, -0.01, 0.00, -0.01, 0.05, 0.03, -0.01, 0.69, 0.01, 0.00, -0.01, 0.01, 0.00, 0.01, 0.01, 0.01, 0.01, 0.00, 0.01, 0.02, 0.00, 0.05, 0.25, -0.04, 0.21, 0.00, 0.12, 0.64, -0.01, 0.02, 0.03, -0.01, 0.00, 0.00, -0.01, 0.00, 0.00, 0.01, 0.00, 0.00, 0.00, 0.00, 0.00, 0.00, 0.01, 0.00, 0.00, 0.00, 0.00, 0.07, 0.00, 0.00, 0.00, 0.10, 0.03, 0.03, -0.01, 0.03, -0.01, 0.02, 0.02, -0.04, 0.01, 0.00, 0.00, -0.01, 0.00, 0.00, -0.05, 0.00, 0.00, 0.00, 0.00, 0.00, 0.00, 0.00, 0.04, 0.00, 0.00, 0.00, 0.00], "e_lumo_ev": [-4.76, -8.72], "multiplicity": 5, "s_squared": 6.06, "charge": 2, "homo_ev": [-13.846, -14.102]}

=====

{"formula": "C4H10NO", "method": "ωB97M-V/def2-TZVPD", "symbols": ["C", "C", "C", "C", "N", "O", "H", "H", "H", "H", "H", "H", "H", "H", "H", "H"], "positions_angstrom": [[0.17, 0.75, 0.05], [-0.38, 1.68, -0.97], [-0.14, -0.87, 0.41], [-0.12, -2.49, 2.02], [0.48, 1.91, -2.19], [0.53, -1.46, 1.26], [1.22, 0.83, 0.05], [-0.12, 1.17, 1.09], [-1.46, 1.84, -1.03], [-1.15, -1.12, 0.33], [-0.25, -2.11, 3.03], [0.39, -3.39, 2.01], [-1.19, -2.79, 1.58], [-0.15, 1.88, -3.23], [1.34, 1.29, -2.16], [0.82, 2.88, -2.25]], "lowdin_charge": [-0.18, -0.20, -0.01, 0.01, 0.07, 0.00, 0.07, 0.16, 0.08, 0.10, 0.11, 0.07, 0.16, 0.26, 0.16, 0.13], "e_lumo_ev": [-4.79, -4.07], "de_lowest_kj_mol": 588.9, "charge": 1, "homo_ev": [-10.524, -11.152]}

=====

{"formula": "C6H8N", "method": "ωB97M-V/def2-TZVPD", "symbols": ["C", "C", "C", "C", "C", "C", "N", "H", "H", "H", "H", "H", "H", "H", "H"], "positions_angstrom": [[-1.37, 0.60, -0.21], [-0.41, 1.43, 0.14], [1.78, -0.05, -0.16], [1.02, -1.19, -0.31], [-1.33, -0.90, -0.01], [0.96, 1.03, 0.22], [-0.04, -1.09, 0.57], [-2.36, 0.90, -0.51], [-0.39, 2.45, -0.20], [2.87, 0.14, -0.35], [1.05, -2.03, -0.98], [-2.16, -1.24, 0.74], [-1.35, -1.38, -0.89], [1.60, 1.99, 0.38], [0.13, -0.67, 1.57]], "lowdin_charge": [0.00, -0.06, -0.02, 0.00, -0.12, -0.01, -0.01, 0.13, 0.13, 0.14, 0.15, 0.19, 0.10, 0.16, 0.22], "e_lumo_ev": -6.14, "de_lowest_kj_mol": 432.1, "charge": 1, "homo_ev": -14.323, "smiles": "C1=CC=[NH+]CC=C1"}

=====

> charge of number 2 (C4H10NO)?

+1

=====

> What is the charge in the second record?

+1

=====

> Which value of charge does entry 3 give?

+1